(1)
A structure of composition C24H27N3O5S2 at a distorted geometry, computed with wB97M-V/def2-TZVPD.

The geometry in XYZ format:
```
61
C24H27N3O5S2 (wB97M-V/def2-TZVPD)
C -1.7422 -4.5049 1.7630
H -2.1681 -5.4415 1.4558
O -1.5097 -3.7543 0.4163
C -1.0530 -2.6232 0.3982
C -0.5170 -2.1675 1.3871
C -0.0204 -0.8203 1.5417
C -0.0377 -0.1481 0.4637
C -0.5266 -0.5981 -0.9495
C -1.1390 -1.8541 -0.8838
O -1.5327 -2.3531 -1.9994
C -2.6516 -3.0812 -2.0175
H -3.0641 -3.1651 -3.1648
H -3.3866 -3.2180 -1.4646
H -2.1947 -4.1902 -1.7660
H -0.5015 -0.1262 -1.9022
N 0.4653 1.2646 0.3396
S 1.5620 1.5942 -1.0203
O 0.9357 1.2554 -2.2333
O 1.8527 3.2734 -0.9908
C 2.9988 0.9062 -0.6072
C 4.0061 1.4712 -0.1246
C 5.0536 0.8349 0.4687
C 5.2589 -0.4945 0.0385
C 4.1522 -1.1576 -0.5355
C 3.0919 -0.3085 -1.3048
H 2.3572 -0.9033 -1.6110
H 4.2884 -2.4384 -0.9728
C 6.5228 -1.2353 0.3095
H 7.1325 -1.3761 -0.3583
H 6.2743 -2.4833 0.5696
H 6.9650 -0.8915 1.1892
H 5.9492 1.1891 0.7224
H 3.9945 2.5629 0.2297
C 0.8441 1.8562 1.4218
H 1.6860 1.4621 1.9693
H 1.1782 3.2059 1.1986
C -0.2970 2.0430 2.2375
O -0.1964 1.8738 3.8706
N -1.5015 2.3596 1.8250
H -1.6530 2.5496 0.8853
C -2.6637 2.1664 2.6688
H -3.0159 3.2080 3.3748
C -3.9911 2.1191 1.5516
H -3.9319 2.8729 0.8711
H -4.9491 2.1787 1.9790
S -3.7030 0.5988 0.4560
C -2.9545 1.1380 -0.9356
N -2.1311 2.1687 -0.8213
C -1.6124 2.8633 -2.0403
C -1.8971 2.2502 -3.1320
C -2.5486 1.1086 -3.3477
C -3.2070 0.6224 -2.2349
H -3.6851 -0.2245 -2.3228
H -2.6251 0.4816 -4.1533
H -1.1152 2.5137 -3.9113
H -0.9689 3.7324 -1.5665
H -2.7551 1.3097 3.1030
H 0.3684 -0.3225 2.4514
H -0.5091 -2.4105 2.5065
H -0.6691 -4.7550 2.4028
H -2.3121 -3.9880 2.3063
```

* LUMO energy: -0.014 hartree
* Kohn-Sham gap: 0.2856 Eh
* E_tot: -2266.74920 a.u.

Results of the natural (NBO) charge analysis, in e, for atoms 1 through 2:
1 C -0.207
2 H 0.202

=====

(2)
A structure of composition C24H27N3O5S2Sc at a distorted geometry, computed with wB97M-V/def2-TZVPD.

The geometry in XYZ format:
```
62
C24H27N3O5S2Sc (wB97M-V/def2-TZVPD)
Sc 0.8757 2.5648 -1.0793
O 0.4307 3.9987 0.4836
C 1.2565 5.1866 0.3656
C 1.1462 5.6626 -1.0756
N 1.4886 4.5525 -1.9887
C 2.9455 4.4282 -2.2319
C 3.2788 2.9345 -2.4633
O 4.0849 2.5856 -3.2787
O 2.5889 2.1569 -1.6551
C 0.7330 4.6046 -3.2690
C -0.4490 3.6095 -3.2693
O -1.4664 3.8434 -3.8603
O -0.1742 2.5139 -2.5950
H -0.0294 4.0062 1.3250
H 2.2833 4.9169 0.6229
H 0.9144 5.9593 1.0510
H 1.7949 6.5277 -1.2330
H 0.1114 5.9555 -1.2549
H 3.5030 4.7485 -1.3495
H 3.2771 5.0199 -3.0845
H 1.3760 4.2747 -4.0874
H 0.3786 5.6074 -3.5008
S -1.4287 1.3712 -0.2385
C -0.7609 -0.1643 -0.2263
N -1.4462 -1.2481 -0.5759
C -0.9006 -2.5781 -0.3230
C 0.5647 -2.5778 -0.6627
N 1.2383 -1.5241 0.0919
C 2.5605 -1.8759 0.6210
C 2.4114 -2.8357 1.7837
C 2.9514 -4.1134 1.7173
C 2.7948 -4.9936 2.7797
C 2.0895 -4.6028 3.9064
C 1.5431 -3.3279 3.9750
C 1.7038 -2.4459 2.9190
C 0.6618 -0.3466 0.2605
S 1.4334 0.9480 1.0174
C -2.8157 -1.2127 -1.1008
C -3.8064 -1.7965 -0.1195
C -4.0623 -1.1429 1.0839
C -4.9618 -1.6799 1.9904
C -5.6157 -2.8701 1.7016
C -5.3659 -3.5230 0.5045
C -4.4604 -2.9888 -0.4016
H -1.4348 -3.2970 -0.9399
H -1.0570 -2.8469 0.7257
H 0.7105 -2.4046 -1.7328
H 1.0128 -3.5322 -0.3966
H 3.0655 -0.9641 0.9217
H 3.1280 -2.3451 -0.1836
H 3.5068 -4.4196 0.8379
H 3.2235 -5.9855 2.7230
H 1.9689 -5.2892 4.7340
H 0.9956 -3.0190 4.8559
H 1.2904 -1.4455 2.9785
H -2.8211 -1.7965 -2.0235
H -3.0620 -0.1820 -1.3353
H -3.5639 -0.2055 1.3007
H -5.1603 -1.1646 2.9211
H -6.3257 -3.2840 2.4052
H -5.8764 -4.4485 0.2734
H -4.2776 -3.4989 -1.3410
```

* LUMO energy: -0.155 hartree
* charge: +1
* Kohn-Sham gap: 0.2691 Eh
* E_tot: -3028.30012 a.u.

Results of the natural (NBO) charge analysis, in e, for atoms 1 through 2:
1 Sc 1.565
2 O -0.739

=====

(3)
The molecule C24H27N3O6, computed with wB97M-V/def2-TZVPD.

The geometry in XYZ format:
```
60
C24H27N3O6 (wB97M-V/def2-TZVPD)
C -4.9471 -2.2454 1.8113
O -4.8768 -1.3324 0.7431
C -3.6875 -1.1476 0.1239
C -2.5020 -1.7865 0.4525
C -1.3273 -1.5203 -0.2325
C -1.3233 -0.6083 -1.2796
C -0.1268 -0.2325 -2.0300
O -0.3572 0.2056 -3.2632
C 1.1497 -0.1760 -1.5240
C 2.1617 0.5731 -2.2176
O 2.1166 0.9712 -3.3801
C 3.2180 0.9278 -1.1851
O 4.1796 1.6538 -1.3184
N 2.8404 0.3186 -0.0377
C 3.4314 0.6180 1.2372
C 2.3852 1.2171 2.2026
N 1.3631 1.9222 1.4567
C 1.7865 3.2064 0.9274
C 0.7140 3.6985 -0.0442
O -0.5417 3.8153 0.5855
C -0.9341 2.5884 1.1504
C 0.1023 2.0785 2.1545
C 1.6776 -0.5369 -0.1644
C 2.1180 -1.9895 -0.1067
C 3.1432 -2.4526 -0.9246
C 3.5189 -3.7809 -0.8249
C 2.8601 -4.5970 0.0828
C 1.8509 -4.0388 0.8496
N 1.4899 -2.7693 0.7613
C -2.5248 0.0254 -1.6352
C -3.6939 -0.2194 -0.9476
O -4.8907 0.3653 -1.2065
C -4.9596 1.3111 -2.2470
H -4.2952 -1.9478 2.6389
H -5.9834 -2.2265 2.1444
H -4.6885 -3.2598 1.4912
H -2.4768 -2.5075 1.2533
H -0.4370 -2.0583 0.0438
H 0.4940 0.5585 -3.6454
H 4.2373 1.3279 1.0356
H 3.8638 -0.2854 1.6811
H 2.8977 1.8573 2.9392
H 1.8954 0.4059 2.7474
H 2.7290 3.0949 0.3926
H 1.9201 3.9491 1.7340
H 0.9600 4.6910 -0.4238
H 0.6451 2.9924 -0.8859
H -1.8930 2.7683 1.6398
H -1.0637 1.8323 0.3596
H -0.2206 1.1107 2.5454
H 0.1802 2.7935 2.9927
H 0.9598 -0.3417 0.6346
H 3.6320 -1.7844 -1.6171
H 4.3115 -4.1732 -1.4447
H 3.1227 -5.6374 0.1914
H 1.3014 -4.6269 1.5729
H -2.5032 0.7246 -2.4544
H -5.9955 1.6450 -2.2695
H -4.3065 2.1681 -2.0540
H -4.7009 0.8662 -3.2129
```

* LUMO energy: -0.014 hartree
* structure (SMILES): COc1ccc(/C(O)=C2/C(=O)C(=O)N(CCN3CCOCC3)[C@@H]2c2ccccn2)cc1OC
* Kohn-Sham gap: 0.2884 Eh
* E_tot: -1546.43703 a.u.

Results of the natural (NBO) charge analysis, in e, for atoms 1 through 2:
1 C -0.252
2 O -0.473

=====

(4)
A structure of composition C24H27N5O4S at a distorted geometry, computed with wB97M-V/def2-TZVPD.

The geometry in XYZ format:
```
61
C24H27N5O4S (wB97M-V/def2-TZVPD)
C 2.5572 5.3582 -0.8544
C 1.8441 4.1539 -0.3200
C 2.0132 3.7677 1.0052
C 1.3540 2.6667 1.5139
C 0.5174 1.9184 0.6945
C 0.3335 2.2982 -0.6265
C 0.9888 3.4111 -1.1215
H 0.8380 3.6987 -2.1523
H -0.3298 1.7358 -1.2653
N -0.1012 0.7508 1.2246
C -1.4602 0.6281 1.1372
O -2.1337 1.4356 0.5065
C -2.1152 -0.4824 1.8217
C -3.3969 -0.9227 1.4779
N -4.1022 -0.5472 0.3935
H -3.8534 0.3429 -0.0139
H -5.0625 -0.8678 0.3727
C -3.8312 -1.9143 2.4088
N -2.9870 -2.1710 3.3879
S -1.6311 -1.3143 3.2660
C -5.1527 -2.5669 2.3431
O -5.9794 -2.2929 1.4866
N -5.3622 -3.4749 3.3151
H -4.6378 -3.6477 3.9906
H -6.2366 -3.9693 3.3594
C 0.7668 -0.3515 1.6286
C 2.1861 -0.1039 1.2350
C 3.3304 -0.0412 1.9700
C 4.3775 0.2128 1.0490
C 3.8002 0.2842 -0.1822
O 2.4680 0.0815 -0.0775
C 4.3608 0.5507 -1.5320
H 5.4345 0.6929 -1.4614
H 3.9072 1.4467 -1.9550
H 4.1546 -0.2816 -2.2039
H 5.4168 0.3272 1.2780
H 3.4183 -0.1600 3.0301
H 0.7386 -0.5184 2.7120
C 0.3486 -1.6626 0.9125
O 0.3424 -2.7321 1.4817
N 0.0513 -1.4702 -0.3769
H 0.1393 -0.5448 -0.7678
C -0.3576 -2.5146 -1.2882
C -1.7613 -2.2386 -1.8331
H -2.4473 -1.9060 -1.0563
H -2.1564 -3.1556 -2.2697
C -1.5455 -1.1748 -2.9169
H -2.2451 -1.3077 -3.7403
H -1.7162 -0.1795 -2.5055
C -0.0831 -1.3309 -3.3825
H -0.0231 -1.5505 -4.4475
H 0.4765 -0.4105 -3.2096
C 0.5062 -2.4781 -2.5500
H 1.5590 -2.3267 -2.3158
H 0.4041 -3.4259 -3.0780
H -0.2876 -3.4553 -0.7381
H 1.4884 2.3778 2.5454
H 2.6685 4.3390 1.6466
H 3.5928 5.3724 -0.5201
H 2.0772 6.2668 -0.4907
H 2.5362 5.3746 -1.9413
```

* LUMO energy: 0.002 hartree
* Kohn-Sham gap: 0.3042 Eh
* E_tot: -1903.75438 a.u.

Results of the natural (NBO) charge analysis, in e, for atoms 1 through 2:
1 C -0.627
2 C -0.020